# 1
Below is a structure of composition C46H54CuN8O4P in a non-equilibrium geometry, with properties calculated with ωB97M-V/def2-TZVPD.

Calculated values
Charge   -1
LUMO (spin up / spin down)   0.0770 / 0.0500 Eh
HOMO energy (spin up / spin down)   -5.206 / -5.204 eV
Gap between HOMO and LUMO (spin up / spin down)   0.26834 / 0.24123 hartree
Multiplicity   2

Geometry (Å):
Cu -1.3971 1.1979 -0.8336
O -6.1191 4.9184 -4.2035
C -5.6929 5.0757 -3.0618
O -5.8979 5.9156 -2.1796
C -4.7037 4.0481 -2.5831
C -4.2743 3.0363 -3.4484
C -3.4724 1.9967 -2.9631
N -3.0232 1.9685 -1.6679
C -3.4925 2.9514 -0.8352
C -4.2444 4.0303 -1.2466
C -3.1852 2.7827 0.6253
C -2.8320 3.8902 1.4427
C -2.5504 3.6705 2.7821
C -2.6971 2.3694 3.2964
C -3.0879 1.3528 2.4269
N -3.2948 1.5334 1.1254
C -3.2365 0.8776 -3.9123
C -3.1533 1.1376 -5.3146
C -2.9632 0.0559 -6.1702
C -2.9080 -1.2466 -5.6548
C -3.0689 -1.3820 -4.2772
N -3.2356 -0.3711 -3.4446
H -4.5837 2.9665 -4.4862
H -4.5132 4.7657 -0.4877
H -2.7513 4.8753 0.9724
H -2.2078 4.4695 3.4208
H -2.4623 2.1688 4.3373
H -3.2374 0.3263 2.7805
H -3.1826 2.1752 -5.6561
H -2.7879 0.2285 -7.2372
H -2.7849 -2.1172 -6.2864
H -3.0618 -2.3529 -3.8041
C 3.7288 -6.3854 -1.4278
C 2.6962 -5.4338 -0.9192
C 3.0433 -4.5755 0.1534
C 2.0805 -3.7208 0.6806
C 0.7876 -3.6712 0.1833
C 0.4368 -4.4874 -0.9090
N -0.8740 -4.5879 -1.3158
C -1.9514 -3.7188 -1.0820
C -3.1622 -4.3410 -0.7056
C -4.2600 -3.6235 -0.2728
C -4.1577 -2.2197 -0.2419
C -2.9960 -1.6122 -0.6640
C -1.9126 -2.2991 -1.2140
C -0.7597 -1.6022 -1.9381
O 0.0315 -2.3817 -2.5524
O -0.6726 -0.3544 -1.9691
C 1.4143 -5.3367 -1.4995
C 1.0366 -6.1155 -2.7301
H 4.5810 -6.3734 -0.7330
H 4.1160 -6.1338 -2.4284
H 3.3704 -7.4181 -1.4473
H 4.0533 -4.6340 0.5522
H 2.3849 -3.0558 1.4825
H 0.0291 -3.0060 0.5980
H -1.1318 -5.4314 -1.8004
H -3.2121 -5.4306 -0.7716
H -5.1465 -4.1232 0.1088
H -4.9676 -1.6003 0.1449
H -2.9338 -0.5204 -0.6125
H 0.5491 -5.4865 -3.4729
H 0.3967 -6.9801 -2.5078
H 1.9461 -6.4932 -3.1819
N -0.1796 1.6432 0.4732
P 1.2249 1.4190 1.0599
N 1.1837 0.2397 2.2542
C 2.4341 -0.1255 2.9984
C 2.1931 -1.2015 4.0838
C 1.0839 -0.8403 5.0792
C -0.1203 -0.1565 4.3571
C -0.0522 -0.3463 2.8218
N 2.5055 0.9463 0.0481
C 2.3167 -0.4513 -0.5124
C 3.6176 -1.0503 -1.1026
C 4.2825 -0.1191 -2.1171
C 4.4079 1.3018 -1.5497
C 3.0843 1.8723 -0.9798
N 1.7940 2.8211 1.8000
C 3.2311 3.1062 2.1231
C 3.3968 3.6489 3.5542
C 2.6628 4.9894 3.7913
C 1.4584 5.1420 2.8273
C 0.8176 3.8324 2.3111
H 2.8475 0.7615 3.5013
H 3.1842 -0.5242 2.2973
H 3.1278 -1.3741 4.6194
H 1.9555 -2.1678 3.6041
H 1.5197 -0.1967 5.8358
H 0.7544 -1.7343 5.6088
H -0.1647 0.9151 4.6077
H -1.0550 -0.5866 4.7133
H -0.8987 0.1348 2.3019
H -0.1452 -1.4095 2.5978
H 1.5449 -0.4528 -1.2940
H 1.9715 -1.1135 0.2992
H 3.3255 -1.9795 -1.5950
H 4.3021 -1.3231 -0.2847
H 3.6809 -0.0851 -3.0372
H 5.2740 -0.5168 -2.4062
H 4.7193 1.9802 -2.3461
H 5.1799 1.3924 -0.7764
H 2.3769 2.0245 -1.8052
H 3.2560 2.8740 -0.5702
H 3.6316 3.8518 1.4215
H 3.8024 2.1873 2.0138
H 4.4656 3.8019 3.7243
H 3.1232 2.8909 4.2852
H 3.3918 5.8119 3.6943
H 2.3016 5.1056 4.8154
H 1.7471 5.7191 1.9437
H 0.6774 5.7124 3.3238
H 0.1167 4.0475 1.5073
H 0.2022 3.4201 3.1163

Here are the Mulliken charges for atoms 1 to 5, given in e:
1. Cu -0.919
2. O -0.730
3. C 0.542
4. O -0.724
5. C -0.811

***

# 2
Below is a structure of composition C46H55BiN6OP2S2 in a non-equilibrium geometry, with properties calculated with ωB97M-V/def2-TZVPD.

Calculated values
Charge   +2
LUMO   -0.1683 Eh
HOMO energy   -12.555 eV
Gap between HOMO and LUMO   0.29306 hartree
Multiplicity   1

Geometry (Å):
Bi 12.8839 13.2428 16.6546
C 13.9113 16.5599 17.2795
C 14.9712 15.8846 16.4142
N 14.3850 15.2171 15.2249
C 13.8345 16.1476 14.2565
C 12.2640 16.3689 14.3044
S 11.3506 15.2560 15.3912
C 10.9662 16.3593 16.8048
C 11.6421 15.9872 18.1321
N 13.0172 15.5529 17.8870
H 13.3182 17.2904 16.6963
H 14.4327 17.1941 18.0091
H 15.5287 15.1492 16.9745
H 15.6910 16.6462 16.0614
H 15.1186 14.6939 14.7650
H 14.0716 15.7614 13.2431
H 14.3127 17.1321 14.3000
H 11.8681 16.2258 13.2862
H 12.0323 17.3944 14.5668
H 9.8633 16.3119 16.9504
H 11.1473 17.3913 16.4322
H 11.1204 15.1279 18.5363
H 11.5475 16.7713 18.9009
H 13.4773 15.2720 18.7571
C 12.2629 10.9962 11.6545
N 12.2084 11.7950 12.8993
P 13.1605 11.5614 14.2687
C 13.3198 9.7638 14.3192
C 12.1599 9.0437 14.6599
C 12.1575 7.6735 14.7167
C 13.3412 6.9642 14.4104
C 14.4863 7.6952 14.1235
C 14.5186 9.0626 14.0732
C 14.8162 12.1504 13.8315
C 14.9372 12.9083 12.6881
C 16.1092 13.6510 12.4014
C 17.1999 13.5609 13.2412
C 17.0945 12.7666 14.4027
C 15.9353 12.0601 14.6789
P 11.3316 13.3148 12.9711
C 11.2673 13.9152 11.2770
C 12.2982 14.7348 10.8082
C 12.2369 15.3186 9.5397
C 11.1449 15.0149 8.7204
C 10.1814 14.1490 9.1391
C 10.2175 13.5929 10.4098
C 9.5922 12.6470 13.1689
C 9.4397 11.2431 13.2359
C 8.1996 10.6663 13.3307
C 7.0760 11.4746 13.3379
C 7.1868 12.8738 13.3004
C 8.4560 13.4681 13.2386
H 12.5762 9.9696 11.9118
H 13.0480 11.3917 10.9681
H 11.3074 11.0073 11.1590
H 11.2960 9.6395 14.8500
H 11.3079 7.0903 14.9730
H 13.3275 5.8994 14.3328
H 15.4613 7.2381 13.9572
H 15.4479 9.6414 13.9070
H 14.1238 12.9963 11.9961
H 16.1427 14.2282 11.4683
H 18.0771 14.1786 13.0335
H 17.9784 12.7414 15.0302
H 15.8488 11.4714 15.5688
H 13.1432 15.0250 11.4609
H 13.0423 15.9470 9.1545
H 11.1765 15.3473 7.6773
H 9.3553 13.9174 8.4665
H 9.4713 12.8700 10.6903
H 10.3470 10.6272 13.2020
H 8.0983 9.5927 13.3850
H 6.0861 11.0529 13.4107
H 6.2845 13.4520 13.3296
H 8.5673 14.5503 13.2708
O 12.9840 13.1461 19.1549
S 12.4934 12.0885 20.1291
C 13.6184 12.2737 21.5101
C 13.0500 13.3655 22.4756
C 11.8920 14.1404 21.7539
C 11.1611 13.0041 20.9278
H 14.5688 12.4908 21.0391
H 13.7080 11.3080 21.9940
H 13.8198 14.0748 22.7729
H 12.6830 12.8432 23.3714
H 12.2585 14.9215 21.1109
H 11.1918 14.6309 22.4161
H 10.4452 13.3533 20.2229
H 10.7024 12.3336 21.6251
C 16.0244 8.0749 18.0716
N 15.4771 9.4198 18.1462
C 16.0694 10.5202 18.7531
C 15.2929 11.5996 18.4123
N 14.2566 11.1660 17.5946
C 14.3992 9.8610 17.4434
H 15.6595 7.4262 18.8694
H 17.0979 8.1787 18.1452
H 15.7439 7.6401 17.0964
H 16.9640 10.4035 19.3527
H 15.4180 12.6149 18.6599
H 13.7530 9.2231 16.8496
N 6.0859 9.9485 17.8379
C 7.0934 10.5037 17.7689
C 8.3834 11.1292 17.6088
C 8.3980 12.2915 16.8461
C 9.6090 12.8913 16.5645
C 10.8173 12.3248 16.9583
C 10.7562 11.1517 17.7231
C 9.5680 10.5552 18.0499
H 7.4889 12.6780 16.4394
H 9.5260 13.7977 15.9853
H 11.7026 10.6877 18.0483
H 9.4805 9.6493 18.6376

Here are the Mulliken charges for atoms 1 to 5, given in e:
1. Bi 2.220
2. C -0.922
3. C -0.995
4. N 0.432
5. C -0.352

***

# 3
Below is a structure of composition C46H55N3OP2S2SrTe in a non-equilibrium geometry, with properties calculated with ωB97M-V/def2-TZVPD.

Calculated values
Charge   -2
LUMO   0.1504 Eh
HOMO energy   -1.760 eV
Gap between HOMO and LUMO   0.21507 hartree
Multiplicity   1

Geometry (Å):
Sr -0.1419 -0.9080 1.0599
C 3.2308 -0.7679 0.7549
C 2.5669 0.4130 1.4019
N 1.9701 0.2444 2.5268
N 1.5251 1.4416 3.0792
C 0.3383 1.5047 3.5577
S -0.9340 0.3514 3.6891
S -0.1128 3.1154 4.2132
C 1.1561 4.2098 3.5085
C 2.2773 4.5760 4.4410
C 3.0924 3.5889 4.9971
C 4.1388 3.9325 5.8364
C 4.3910 5.2659 6.1436
C 3.5846 6.2526 5.5998
C 2.5368 5.9056 4.7542
C 2.4958 1.7023 0.6658
C 3.5555 2.5846 0.5612
C 3.4046 3.8067 -0.0882
C 2.1710 4.1029 -0.6618
C 1.1052 3.2227 -0.5830
C 1.2133 2.0015 0.1180
O 0.2274 1.1808 0.2855
H 4.2627 -0.5121 0.5007
H 2.7478 -1.0291 -0.1957
H 3.2247 -1.6320 1.4198
H 0.6402 5.1097 3.1712
H 1.5489 3.6882 2.6329
H 2.8871 2.5547 4.7484
H 4.7647 3.1539 6.2562
H 5.2094 5.5300 6.8029
H 3.7676 7.2955 5.8318
H 1.9091 6.6804 4.3273
H 4.5063 2.3277 1.0190
H 4.2295 4.5051 -0.1506
H 2.0392 5.0432 -1.1883
H 0.1489 3.4671 -1.0296
C -4.5338 -1.7098 1.4259
C -4.4297 -0.4009 0.6376
C -4.4731 0.7796 1.6132
P -2.8322 -0.4262 -0.3097
C -2.8275 1.0538 -1.4383
C -3.9982 1.1430 -2.4112
C -2.6242 2.3791 -0.7010
C -3.0569 -1.7920 -1.4937
C -4.3179 -2.2239 -1.8900
C -4.5102 -3.2637 -2.7865
C -3.3765 -3.8789 -3.3113
C -2.1123 -3.4758 -2.9436
C -1.8816 -2.4204 -2.0123
N -0.6493 -1.9401 -1.6941
C 0.4757 -2.6591 -2.0467
C 0.6430 -4.0133 -1.6911
C 1.8241 -4.6896 -1.9079
C 2.9004 -4.0355 -2.5019
C 2.7515 -2.7085 -2.8734
C 1.5581 -2.0021 -2.6809
P 1.3494 -0.2028 -3.0450
C 0.5664 -0.1583 -4.7504
C -0.7255 -0.9507 -4.8600
C 0.3128 1.3026 -5.1316
C 3.0996 0.3085 -3.4967
C 3.2805 1.8222 -3.3247
C 3.6497 -0.1339 -4.8548
H -5.4919 -1.7516 1.9534
H -4.4391 -2.5930 0.7954
H -3.7385 -1.7672 2.1740
H -5.2823 -0.3169 -0.0440
H -3.5358 0.8762 2.1679
H -4.6669 1.7265 1.1115
H -5.2731 0.6208 2.3430
H -1.9073 0.8580 -2.0042
H -4.9321 1.3476 -1.8775
H -3.8393 1.9651 -3.1174
H -4.1264 0.2235 -2.9826
H -3.5632 2.7479 -0.2849
H -1.8886 2.2865 0.0979
H -2.2652 3.1378 -1.4038
H -5.1932 -1.7356 -1.4781
H -5.5073 -3.5837 -3.0624
H -3.4799 -4.6890 -4.0270
H -1.2618 -3.9750 -3.3876
H -0.1758 -4.5143 -1.1908
H 1.9141 -5.7200 -1.5826
H 3.8436 -4.5441 -2.6637
H 3.5994 -2.2209 -3.3301
H 1.2779 -0.5891 -5.4608
H -1.4935 -0.5738 -4.1824
H -1.1077 -0.8799 -5.8842
H -0.5780 -2.0002 -4.6274
H -0.2282 1.8195 -4.3345
H 1.2370 1.8528 -5.3132
H -0.2925 1.3566 -6.0419
H 3.6967 -0.1572 -2.7068
H 2.7565 2.3838 -4.1003
H 2.8978 2.1620 -2.3551
H 4.3407 2.0897 -3.3899
H 3.2424 0.4942 -5.6518
H 4.7386 -0.0201 -4.8805
H 3.4130 -1.1694 -5.0982
Te -0.9450 -4.0199 1.4636
C -1.5995 -4.3398 3.4539
C -2.0686 -5.5971 3.8459
C -2.5252 -5.8296 5.1363
C -2.5241 -4.8083 6.0778
C -2.0558 -3.5545 5.7060
C -1.6001 -3.3244 4.4148
H -2.0767 -6.4029 3.1212
H -2.8850 -6.8171 5.4070
H -2.8815 -4.9869 7.0855
H -2.0402 -2.7408 6.4225
H -1.2292 -2.3390 4.1598

Here are the Mulliken charges for atoms 1 to 5, given in e:
1. Sr 0.685
2. C -1.005
3. C -0.861
4. N -0.827
5. N 0.487

***

# 4
Below is a structure of composition C46H56AsBrF4MgN3OPS6Si3, with properties calculated with ωB97M-V/def2-TZVPD.

Calculated values
Charge   0
LUMO   -0.0054 Eh
HOMO energy   -6.285 eV
Gap between HOMO and LUMO   0.22560 hartree
Multiplicity   1

Geometry (Å):
Mg 0.8010 -0.4152 0.0288
F -6.8830 -1.1421 -1.2825
C -5.8890 -0.4005 -0.8103
C -5.8308 0.9464 -1.1018
F -6.7821 1.5024 -1.8453
C -4.7852 1.7122 -0.6161
F -4.8285 3.0130 -0.9237
C -3.7546 1.1753 0.1363
P -2.2292 2.0508 0.7470
C -1.9872 3.4529 -0.4033
C -1.5392 4.6853 0.0674
C -1.1499 5.6825 -0.8212
C -1.2002 5.4626 -2.1902
C -1.6387 4.2340 -2.6700
C -2.0188 3.2387 -1.7829
C -2.9007 2.7840 2.2953
C -3.8911 3.7714 2.3292
C -4.3588 4.2510 3.5433
C -3.8459 3.7494 4.7377
C -2.8665 2.7703 4.7116
C -2.3920 2.2904 3.4932
C -3.8496 -0.1896 0.4263
Br -2.5113 -1.0619 1.4309
C -4.8976 -0.9660 -0.0304
F -4.9762 -2.2725 0.2223
H -1.4857 4.8714 1.1353
H -0.8026 6.6345 -0.4365
H -0.9040 6.2436 -2.8806
H -1.6834 4.0521 -3.7375
H -2.3598 2.2827 -2.1728
H -4.2954 4.1698 1.4052
H -5.1262 5.0168 3.5599
H -4.2099 4.1296 5.6852
H -2.4622 2.3761 5.6359
H -1.6122 1.5325 3.4764
S 5.7413 1.2083 5.0243
C 4.6305 0.7935 3.8850
S 4.9728 0.6513 2.2028
C 3.3859 0.1540 1.6383
C 2.4435 0.0539 2.6023
S 0.7343 -0.3485 2.4327
S 2.9816 0.4281 4.2295
S 3.2510 -0.1260 -0.0897
S 2.6619 6.0762 -0.7561
C 1.9542 4.4609 -0.5218
C 1.6706 3.9378 0.7317
C 1.1103 2.6762 0.8190
N 0.8353 1.9286 -0.2537
C 1.0870 2.4495 -1.4558
C 1.6389 3.7021 -1.6416
C 3.9469 6.0428 0.4811
C 5.1746 5.4657 0.1888
C 6.1476 5.4503 1.1783
N 5.9700 5.9627 2.3969
C 4.7869 6.5165 2.6602
C 3.7496 6.5885 1.7396
H 1.8944 4.4864 1.6377
H 0.8694 2.2360 1.7818
H 0.8677 1.8146 -2.3084
H 1.8414 4.0746 -2.6386
H 5.3618 5.0305 -0.7842
H 7.1171 5.0035 0.9826
H 4.6580 6.9220 3.6584
H 2.8143 7.0691 1.9975
O -0.5562 -0.3707 -1.5238
C -1.1870 -0.9469 -2.4076
C -2.3551 -1.8472 -2.1209
C -3.5973 -1.2583 -2.8247
C -3.6151 0.2910 -2.8365
C -2.8833 0.9754 -4.0080
C -1.3602 0.8406 -3.9745
N -1.0043 -0.5759 -3.7117
H -2.5004 -1.8730 -1.0417
H -2.1335 -2.8645 -2.4440
H -4.4784 -1.6189 -2.2912
H -3.6864 -1.6402 -3.8458
H -3.2020 0.6466 -1.8824
H -4.6525 0.6277 -2.8551
H -3.1485 2.0356 -4.0315
H -3.2497 0.5425 -4.9446
H -0.9265 1.4462 -3.1789
H -0.9120 1.1534 -4.9146
H -1.5066 -1.1945 -4.3357
C 3.7739 -5.6866 -0.8446
Si 3.4822 -3.8726 -0.5293
C 3.7395 -3.0146 -2.1598
C 4.6897 -3.3333 0.7657
As 1.2282 -3.4162 0.1092
Si 0.0958 -5.0002 -1.2316
C 0.3917 -4.4157 -2.9938
C 0.4791 -6.8257 -1.2659
C -1.7245 -4.9087 -0.7862
Si 1.0760 -4.3786 2.2894
C 1.9964 -3.4141 3.5761
C -0.7217 -4.4035 2.7579
C 1.7693 -6.1062 2.3129
H 4.8348 -5.8136 -1.0892
H 3.1909 -6.0525 -1.6899
H 3.5471 -6.3112 0.0242
H 4.8011 -3.0356 -2.4308
H 3.4261 -1.9702 -2.1126
H 3.1752 -3.5192 -2.9503
H 5.6049 -3.9275 0.6686
H 4.3041 -3.4772 1.7763
H 4.9338 -2.2747 0.6510
H 1.2875 -4.9073 -3.3888
H 0.5706 -3.3376 -3.0560
H -0.4470 -4.6796 -3.6507
H 1.3975 -7.0507 -1.8069
H -0.3542 -7.3042 -1.7946
H 0.5481 -7.2848 -0.2791
H -1.9955 -3.9887 -0.2617
H -1.9746 -5.7488 -0.1302
H -2.3513 -4.9956 -1.6807
H 1.4633 -2.4941 3.8225
H 3.0057 -3.1338 3.2675
H 2.0786 -4.0321 4.4787
H -1.1134 -3.3820 2.7865
H -0.8333 -4.8365 3.7584
H -1.3319 -4.9861 2.0631
H 2.8631 -6.0731 2.3510
H 1.4801 -6.7036 1.4497
H 1.4159 -6.6162 3.2166

Here are the Mulliken charges for atoms 1 to 5, given in e:
1. Mg 1.514
2. F -0.395
3. C 1.033
4. C 0.048
5. F -0.398

***

It is found that the total energy values, taken in the order of the records, are -122621.509 -105657.487 -103494.814 -300263.933 eV.